Below is a 6-piece molecular cluster, C20H55BrN5O5 overall, with properties calculated with ωB97M-V/def2-TZVPD.

Atoms and positions in Å:
Br 0.66 0.35 0.16
C 6.03 -0.04 3.76
C 5.34 -1.01 4.64
C 5.07 -0.31 5.97
O 4.10 -1.10 6.66
C 4.19 -0.84 8.05
N 4.08 -1.34 3.96
H 6.84 0.48 4.28
H 5.53 0.87 3.46
H 6.45 -0.64 2.95
H 6.07 -1.81 4.74
H 4.74 0.71 5.82
H 6.01 -0.19 6.52
H 3.93 0.21 8.16
H 5.17 -0.84 8.53
H 3.46 -1.38 8.66
H 4.34 -2.01 3.25
H 3.82 -0.55 3.38
C -1.03 -4.95 0.83
C 0.41 -4.84 1.41
C 1.49 -4.75 0.38
O 2.75 -4.67 1.03
C 3.76 -4.53 0.05
N 0.28 -3.76 2.36
H -1.03 -5.65 -0.01
H -1.41 -4.03 0.37
H -1.68 -5.26 1.64
H 0.61 -5.68 2.08
H 1.30 -3.90 -0.28
H 1.41 -5.58 -0.33
H 3.74 -3.66 -0.61
H 3.69 -5.40 -0.60
H 4.73 -4.42 0.53
H 0.42 -3.07 1.64
H -0.70 -3.72 2.60
C -4.97 0.21 3.42
C -4.86 1.51 2.68
C -5.99 2.42 3.15
O -5.82 3.60 2.33
C -7.02 3.78 1.49
N -3.57 2.09 2.77
H -4.85 0.40 4.49
H -4.15 -0.48 3.22
H -5.89 -0.36 3.31
H -5.09 1.29 1.64
H -5.89 2.76 4.18
H -6.97 1.95 3.14
H -7.03 3.30 0.51
H -7.03 4.86 1.39
H -7.99 3.44 1.85
H -2.83 1.56 2.33
H -3.28 1.67 3.64
C 1.87 -0.14 -5.90
C 3.29 0.53 -5.59
C 3.02 2.06 -5.68
O 2.56 2.51 -6.88
C 3.58 2.60 -7.85
N 3.73 0.21 -4.23
H 1.18 0.23 -5.14
H 2.05 -1.20 -5.78
H 1.54 0.06 -6.92
H 4.13 0.28 -6.24
H 3.72 2.70 -5.13
H 2.11 2.25 -5.12
H 3.97 1.59 -7.92
H 4.34 3.36 -7.65
H 3.10 2.82 -8.80
H 3.80 -0.77 -3.97
H 2.95 0.54 -3.68
C -3.05 4.06 -3.67
C -3.80 3.13 -2.71
C -4.02 1.71 -3.31
O -4.53 0.82 -2.30
C -4.33 -0.58 -2.63
N -3.13 3.06 -1.42
H -2.11 3.59 -3.98
H -2.90 5.08 -3.33
H -3.63 4.11 -4.59
H -4.82 3.51 -2.62
H -3.08 1.35 -3.72
H -4.67 1.71 -4.18
H -4.83 -0.95 -3.52
H -4.68 -1.08 -1.73
H -3.28 -0.84 -2.72
H -3.30 2.11 -1.14
H -2.14 2.89 -1.57

The LUMO energy comes out at 0.0941 Eh. Its orbital gap is 6.63 eV. The spin multiplicity is 1. The highest occupied orbital energy is -4.07 eV. As for the charge: -1.

Below is C20H55IN5O5 as an isolated structure, with properties calculated with ωB97M-V/def2-TZVPD.

Atoms and positions in Å:
I -0.01 0.38 0.20
C -3.39 -1.50 1.63
C -3.30 -0.96 0.20
C -4.65 -0.64 -0.48
O -4.54 -0.22 -1.83
C -5.62 0.52 -2.39
N -2.44 0.19 0.18
H -4.06 -0.90 2.24
H -2.46 -1.65 2.18
H -3.88 -2.48 1.66
H -2.77 -1.71 -0.38
H -5.25 0.09 0.06
H -5.19 -1.59 -0.49
H -5.66 1.55 -2.04
H -6.54 -0.04 -2.21
H -5.45 0.68 -3.45
H -2.25 0.44 -0.79
H -1.55 -0.07 0.58
C 2.18 3.21 0.76
C 0.76 3.83 0.78
C 0.37 4.67 -0.48
O 0.53 3.91 -1.74
C 0.22 4.71 -2.87
N -0.32 2.85 0.94
H 2.48 2.76 -0.19
H 2.29 2.44 1.52
H 2.90 3.93 1.12
H 0.83 4.55 1.59
H 0.86 5.65 -0.52
H -0.66 4.99 -0.32
H 0.82 5.62 -2.81
H -0.82 5.06 -2.88
H 0.48 4.19 -3.79
H -1.04 3.19 0.32
H 0.04 1.99 0.55
C 3.64 1.25 2.44
C 2.41 0.61 1.79
C 2.68 -0.88 1.53
O 2.57 -1.67 2.68
C 3.18 -2.92 2.56
N 1.27 0.71 2.74
H 3.37 2.25 2.79
H 4.46 1.32 1.72
H 4.02 0.67 3.28
H 2.07 1.15 0.90
H 3.67 -0.96 1.07
H 1.95 -1.20 0.79
H 4.20 -2.88 2.19
H 2.56 -3.53 1.90
H 3.17 -3.42 3.53
H 0.43 0.61 2.18
H 1.23 1.71 2.89
C 1.83 2.33 -3.66
C 1.16 1.49 -2.57
C 1.61 0.02 -2.60
O 1.06 -0.64 -3.73
C 1.62 -1.95 -3.88
N 1.67 2.00 -1.34
H 2.91 2.24 -3.59
H 1.57 3.39 -3.58
H 1.40 1.98 -4.59
H 0.07 1.59 -2.55
H 1.21 -0.55 -1.77
H 2.69 -0.13 -2.55
H 2.70 -1.87 -4.06
H 1.18 -2.49 -4.72
H 1.55 -2.49 -2.94
H 1.56 3.00 -1.24
H 1.20 1.69 -0.51
C -1.27 -2.72 0.00
C -0.70 -2.61 1.44
C -0.67 -4.01 2.14
O -1.99 -4.43 2.28
C -2.11 -5.70 2.81
N 0.61 -2.02 1.35
H -2.24 -3.21 0.09
H -0.63 -3.31 -0.65
H -1.40 -1.72 -0.41
H -1.26 -1.84 1.97
H -0.16 -3.80 3.08
H -0.09 -4.65 1.47
H -1.85 -5.64 3.86
H -1.44 -6.40 2.32
H -3.12 -6.10 2.71
H 0.48 -1.20 0.78
H 1.06 -2.71 0.77

The LUMO energy comes out at 0.1005 Eh. Its orbital gap is 5.99 eV. The spin multiplicity is 1. The highest occupied orbital energy is -3.25 eV. As for the charge: -1.

Below is a 5-piece molecular cluster, C20H55N5O5 overall, with properties calculated with ωB97M-V/def2-TZVPD.

Atoms and positions in Å:
C 2.08 -6.79 5.92
C 0.86 -5.91 5.54
C -0.52 -6.49 6.09
O -1.53 -5.58 5.62
C -2.71 -5.89 6.38
N 1.13 -4.56 6.15
H 1.91 -7.86 5.83
H 2.58 -6.57 6.86
H 2.88 -6.53 5.24
H 0.75 -5.68 4.48
H -0.44 -6.56 7.18
H -0.76 -7.50 5.75
H -3.50 -5.67 5.66
H -2.74 -5.34 7.32
H -2.83 -6.94 6.62
H 1.17 -4.59 7.16
H 2.09 -4.28 5.99
C 3.99 -2.79 -5.99
C 5.07 -1.96 -5.32
C 4.75 -1.82 -3.83
O 3.67 -0.86 -3.67
C 3.44 -0.42 -2.36
N 6.40 -2.62 -5.50
H 4.18 -3.10 -7.02
H 3.07 -2.21 -6.04
H 3.74 -3.60 -5.31
H 4.94 -0.96 -5.72
H 5.67 -1.45 -3.36
H 4.47 -2.77 -3.38
H 2.67 0.34 -2.50
H 4.35 -0.04 -1.89
H 3.13 -1.12 -1.59
H 6.72 -2.73 -6.45
H 7.17 -2.16 -5.03
C -3.35 7.80 -5.31
C -2.59 7.53 -6.64
C -2.30 6.10 -7.15
O -3.48 5.40 -7.53
C -3.27 3.99 -7.93
N -3.28 8.24 -7.64
H -3.35 8.81 -4.89
H -2.94 7.10 -4.58
H -4.42 7.65 -5.47
H -1.66 8.10 -6.59
H -1.89 5.57 -6.29
H -1.67 6.15 -8.04
H -2.83 3.91 -8.92
H -4.22 3.46 -7.89
H -2.55 3.54 -7.24
H -3.97 7.50 -7.72
H -2.81 8.25 -8.54
C 1.50 1.80 6.11
C 0.70 2.07 4.89
C 1.39 3.08 3.95
O 1.61 4.38 4.44
C 2.82 4.50 5.28
N 0.54 0.85 4.14
H 1.07 0.93 6.59
H 1.37 2.60 6.84
H 2.56 1.58 5.96
H -0.29 2.48 5.10
H 0.68 3.28 3.15
H 2.28 2.77 3.40
H 3.58 3.91 4.77
H 2.84 4.37 6.37
H 3.09 5.55 5.23
H 0.11 0.21 4.80
H 1.45 0.45 3.95
C -4.25 -2.09 1.64
C -3.06 -2.31 0.62
C -2.74 -0.98 -0.17
O -3.80 -0.54 -1.04
C -3.52 0.65 -1.76
N -1.97 -2.79 1.40
H -5.10 -1.71 1.06
H -3.93 -1.41 2.43
H -4.53 -3.02 2.13
H -3.11 -3.12 -0.10
H -1.80 -1.16 -0.68
H -2.49 -0.27 0.62
H -3.48 1.50 -1.08
H -4.42 1.05 -2.24
H -2.58 0.64 -2.31
H -2.23 -3.35 2.19
H -1.57 -1.98 1.85

The SMILES is COC[C@H](C)N.COC[C@H](C)N.COC[C@H](C)N.COC[C@H](C)N.COC[C@H](C)N. The LUMO energy comes out at 0.0215 Eh. Its orbital gap is 9.53 eV. The spin multiplicity is 1. The highest occupied orbital energy is -8.94 eV.

Below is a 9-piece molecular cluster, C20H55O10 overall, with properties calculated with ωB97M-V/def2-TZVPD.

Atoms and positions in Å:
C -1.82 0.18 0.19
C -0.45 -0.30 -0.14
O -0.03 -1.18 0.62
O 0.17 0.04 -1.15
H -1.94 0.83 1.08
H -2.50 -0.65 0.38
H -2.28 0.84 -0.55
C 2.87 -0.70 -2.37
O 2.55 -0.45 -3.64
H 2.27 -1.53 -1.99
H 2.74 0.09 -1.66
H 3.90 -0.89 -2.27
H 2.39 0.49 -3.74
C 2.71 -2.38 1.84
O 2.44 -1.01 1.66
H 3.13 -2.88 0.92
H 1.74 -2.81 2.14
H 3.27 -2.61 2.69
H 1.52 -1.04 1.30
C -2.30 3.75 0.29
O -1.08 4.48 -0.02
H -2.62 3.15 -0.59
H -3.04 4.52 0.46
H -2.17 3.21 1.19
H -0.42 3.85 -0.05
C -2.22 -4.18 3.67
C -1.89 -2.86 2.92
C -2.49 -1.61 3.56
O -0.67 -2.53 2.96
H -3.05 -4.17 4.39
H -1.33 -4.54 4.16
H -2.50 -4.91 2.97
H -2.10 -2.93 1.88
H -3.58 -1.78 3.71
H -2.39 -0.75 2.96
H -2.07 -1.53 4.52
H -0.52 -1.99 2.17
C 0.12 -3.02 -3.61
C -0.31 -3.24 -2.13
C -0.99 -4.55 -1.91
O 0.54 -3.18 -1.15
H -0.69 -3.28 -4.29
H 0.92 -3.52 -4.02
H 0.27 -1.92 -3.59
H -0.95 -2.38 -1.99
H -0.38 -5.37 -2.15
H -1.91 -4.66 -2.59
H -1.39 -4.64 -0.86
H 0.64 -2.24 -0.92
C 1.97 3.99 -1.23
C 1.89 2.73 -0.50
C 2.97 2.64 0.58
O 0.80 2.54 0.22
H 1.36 3.87 -2.05
H 3.06 3.98 -1.53
H 1.78 4.89 -0.70
H 1.99 1.93 -1.23
H 2.99 1.69 1.08
H 2.96 3.27 1.46
H 3.90 2.83 0.09
H 0.57 1.61 0.14
C -0.84 2.88 -4.81
C -0.96 1.91 -3.66
C -0.98 0.45 -4.12
O -0.10 2.03 -2.76
H -0.75 2.33 -5.81
H -0.01 3.56 -4.60
H -1.79 3.32 -5.05
H -1.84 2.05 -3.13
H -1.23 -0.26 -3.35
H -0.05 0.11 -4.59
H -1.76 0.27 -4.88
H -0.20 1.27 -2.17
C 0.95 0.23 4.56
C 0.44 0.98 3.38
C -0.86 1.70 3.76
O 1.16 1.88 2.93
H 1.70 -0.46 4.36
H 0.16 -0.37 4.90
H 1.28 0.95 5.29
H 0.03 0.28 2.57
H -1.66 1.01 3.99
H -1.23 2.29 2.94
H -0.61 2.36 4.62
H 0.77 2.03 2.06

The LUMO energy comes out at 0.1052 Eh. Its orbital gap is 9.21 eV. The spin multiplicity is 1. The highest occupied orbital energy is -6.35 eV. As for the charge: -1.

Below is a 6-piece molecular cluster, C20H56N4O6 overall, with properties calculated with ωB97M-V/def2-TZVPD.

Atoms and positions in Å:
C -2.18 -3.56 0.39
C -3.41 -2.67 0.16
C -3.73 -2.48 -1.32
O -2.67 -1.74 -1.90
C -2.74 -1.59 -3.31
N -4.51 -3.12 0.99
H -1.35 -3.29 -0.27
H -2.34 -4.60 0.09
H -1.80 -3.43 1.39
H -3.15 -1.69 0.57
H -4.66 -1.91 -1.45
H -3.85 -3.45 -1.83
H -1.92 -0.90 -3.55
H -3.70 -1.16 -3.60
H -2.53 -2.52 -3.84
H -4.96 -3.98 0.69
H -5.25 -2.43 1.02
C -2.37 3.79 3.21
C -1.77 3.50 1.84
C -2.81 3.11 0.82
O -2.24 2.80 -0.43
C -3.17 2.47 -1.43
N -1.06 4.76 1.41
H -1.56 3.90 3.93
H -3.03 3.03 3.63
H -2.94 4.72 3.19
H -0.97 2.76 1.94
H -3.51 3.96 0.74
H -3.39 2.25 1.19
H -2.61 2.29 -2.35
H -3.85 3.32 -1.61
H -3.76 1.59 -1.17
H -0.10 4.65 1.71
H -0.93 4.67 0.40
C 1.64 -0.42 5.76
C 1.73 0.07 4.31
C 0.74 -0.68 3.44
O -0.60 -0.27 3.71
C -1.51 -0.88 2.84
N 1.52 1.52 4.37
H 1.77 -1.51 5.83
H 0.65 -0.21 6.16
H 2.31 0.10 6.45
H 2.73 -0.14 3.91
H 0.77 -1.76 3.66
H 0.94 -0.59 2.36
H -1.43 -1.97 2.86
H -1.46 -0.46 1.83
H -2.50 -0.58 3.18
H 0.53 1.64 4.58
H 1.56 1.96 3.45
C 4.05 0.02 -3.82
C 2.69 -0.33 -4.44
C 2.33 -1.79 -4.23
O 3.30 -2.72 -4.63
C 3.47 -2.73 -6.02
N 1.63 0.48 -3.85
H 4.24 1.09 -3.89
H 4.88 -0.49 -4.32
H 4.02 -0.29 -2.77
H 2.76 -0.13 -5.52
H 1.34 -2.01 -4.64
H 2.18 -1.97 -3.16
H 4.24 -3.43 -6.35
H 3.76 -1.75 -6.40
H 2.54 -3.04 -6.51
H 1.55 0.21 -2.87
H 1.81 1.47 -3.92
C 4.81 1.08 1.84
C 3.65 1.04 0.85
O 2.51 1.63 1.47
H 4.43 0.73 2.80
H 5.19 2.09 1.99
H 5.57 0.37 1.51
H 3.47 -0.03 0.66
H 3.89 1.46 -0.13
H 1.77 1.51 0.85
C 0.45 -1.05 -0.46
C -0.50 0.14 -0.59
O 0.09 1.34 -0.12
H 0.24 -1.63 0.43
H 1.50 -0.74 -0.49
H 0.33 -1.73 -1.31
H -1.44 0.02 -0.04
H -0.79 0.28 -1.64
H -0.53 2.08 -0.28

The SMILES is COC[C@H](C)N.COC[C@H](C)N.COC[C@H](C)N.COC[C@H](C)N.CCO.CCO. The LUMO energy comes out at 0.0185 Eh. Its orbital gap is 9.38 eV. The spin multiplicity is 1. The highest occupied orbital energy is -8.88 eV.